# 1
The following is a DFT calculation (ωB97M-V/def2-TZVPD) of C5H6O2 as an isolated structure.

* Kohn-Sham gap: 10.196 eV
* energy above the lowest of the compared OMol25 structures with the same formula, charge and spin: 88.3 kcal/mol
* highest occupied orbital energy: -9.233 eV
* total charge: 0

Atoms and positions in Å:
O: 0.62 1.67 -0.86
C: 0.14 0.54 -0.25
C: 1.35 -0.40 0.01
O: 1.40 -0.71 -1.42
C: 0.37 0.14 -1.63
C: -1.38 -0.41 1.44
C: -1.11 0.52 0.54
H: 1.17 -1.30 0.60
H: 2.27 0.12 0.26
H: 0.00 0.18 -2.66
H: -0.66 -1.18 1.72
H: -2.34 -0.45 1.95
H: -1.83 1.30 0.29

# 2
The following is a DFT calculation (ωB97M-V/def2-TZVPD) of one molecule with the formula C5H6O2.

* Kohn-Sham gap: 10.504 eV
* energy above the lowest of the compared OMol25 structures with the same formula, charge and spin: 55.2 kcal/mol
* highest occupied orbital energy: -9.802 eV
* SMILES string: O=CCC#CCO
* total charge: 0

Atoms and positions in Å:
O: -3.37 0.26 -1.03
C: -2.51 -0.43 -0.54
C: -1.69 -0.03 0.67
C: -0.26 -0.10 0.35
C: 0.89 -0.14 0.00
C: 2.33 -0.08 -0.31
O: 2.84 1.23 -0.26
H: -2.25 -1.43 -0.97
H: -1.98 0.98 0.96
H: -1.93 -0.71 1.50
H: 2.87 -0.75 0.37
H: 2.51 -0.44 -1.33
H: 2.55 1.63 0.58

# 3
The following is a DFT calculation (ωB97M-V/def2-TZVPD) of a 2-piece molecular cluster, C5H6O2 overall.

* Kohn-Sham gap (spin up / spin down): 7.281 / 7.280 eV
* energy above the lowest of the compared OMol25 structures with the same formula, charge and spin: 141.1 kcal/mol
* highest occupied orbital energy (spin up / spin down): -8.823 / -8.810 eV
* total charge: 0

Atoms and positions in Å:
O: 1.67 -1.57 0.47
C: 0.71 -1.15 1.40
C: 0.18 1.16 -0.46
C: -0.64 -1.02 0.74
O: -0.83 -1.47 -0.37
C: -0.50 1.94 -1.35
C: -1.17 2.72 -2.02
H: 1.16 -1.97 -0.25
H: 0.61 -1.85 2.25
H: 0.99 -0.17 1.81
H: 0.99 0.57 -0.91
H: -1.45 -0.56 1.33
H: -1.71 3.38 -2.66

# 4
The following is a DFT calculation (ωB97M-V/def2-TZVPD) of one molecule with the formula C5H6O2S.

* Kohn-Sham gap: 8.401 eV
* energy above the lowest of the compared OMol25 structures with the same formula, charge and spin: 21.8 kcal/mol
* highest occupied orbital energy: -8.548 eV
* SMILES string: C[C@H]1OC=CC(=S)O1
* total charge: 0

Atoms and positions in Å:
C: -1.92 -0.89 -0.29
C: -0.66 -0.42 0.30
O: 0.45 -1.22 -0.06
C: 1.62 -0.61 0.00
C: 1.76 0.74 0.06
C: 0.63 1.62 -0.06
S: 0.66 3.24 0.10
O: -0.52 0.99 -0.25
H: -2.19 -1.87 0.07
H: -1.75 -0.92 -1.40
H: -2.72 -0.19 -0.05
H: -0.64 -0.36 1.41
H: 2.51 -1.24 0.00
H: 2.78 1.13 0.19

# 5
The following is a DFT calculation (ωB97M-V/def2-TZVPD) of one molecule with the formula C5H6O3.

* Kohn-Sham gap: 7.710 eV
* energy above the lowest of the compared OMol25 structures with the same formula, charge and spin: 73.4 kcal/mol
* highest occupied orbital energy: -8.501 eV
* SMILES string: C=C(O)C(=O)C(C)=O
* total charge: 0

Atoms and positions in Å:
C: -0.93 -1.20 -0.10
C: -0.22 -0.79 -1.22
O: -0.53 -1.08 -2.52
C: 0.84 0.10 -0.90
O: 1.47 0.98 -1.40
C: 0.68 0.20 0.94
C: 0.29 1.61 1.31
O: 1.28 -0.55 1.66
H: -0.49 -1.75 0.73
H: -1.98 -1.47 -0.22
H: -1.00 -1.92 -2.56
H: -0.64 1.56 1.88
H: 1.07 2.04 1.95
H: 0.15 2.28 0.46

# 6
The following is a DFT calculation (ωB97M-V/def2-TZVPD) of one molecule with the formula C5H6O3.

* Kohn-Sham gap: 10.498 eV
* energy above the lowest of the compared OMol25 structures with the same formula, charge and spin: 76.4 kcal/mol
* highest occupied orbital energy: -10.062 eV
* SMILES string: O=C([C@H]1CO1)[C@H]1CO1
* total charge: 0

Atoms and positions in Å:
O: 0.77 1.98 0.25
C: 0.15 0.92 0.24
C: 0.82 -0.37 0.20
C: 2.21 -0.33 -0.29
O: 1.94 -0.43 1.06
C: -1.29 0.75 0.28
C: -1.97 -0.42 -0.34
O: -1.75 -0.30 1.04
H: 0.31 -1.30 0.32
H: 2.65 -1.16 -0.79
H: 2.66 0.59 -0.63
H: -1.91 1.68 0.21
H: -3.07 -0.32 -0.67
H: -1.52 -1.29 -0.89

# 7
The following is a DFT calculation (ωB97M-V/def2-TZVPD) of one molecule with the formula C5H6O3.

* Kohn-Sham gap: 8.960 eV
* energy above the lowest of the compared OMol25 structures with the same formula, charge and spin: 101.0 kcal/mol
* highest occupied orbital energy: -8.263 eV
* SMILES string: O/C=C1/C[C@H]2O[C@H]2O1
* total charge: 0

Atoms and positions in Å:
O: -2.98 0.03 -0.48
C: -1.91 0.45 0.06
C: -0.68 -0.02 0.04
C: 0.54 0.80 0.61
C: 1.66 0.36 -0.30
O: 2.29 -0.87 0.48
C: 1.22 -1.10 -0.32
O: -0.18 -1.25 0.05
H: -3.04 -0.91 -0.58
H: -1.88 1.46 0.23
H: 0.62 1.90 0.98
H: 0.85 0.16 1.47
H: 2.20 0.76 -1.04
H: 1.30 -1.77 -1.20

# 8
The following is a DFT calculation (ωB97M-V/def2-TZVPD) of one molecule with the formula C5H6O3.

* Kohn-Sham gap: 8.723 eV
* energy above the lowest of the compared OMol25 structures with the same formula, charge and spin: 39.4 kcal/mol
* highest occupied orbital energy: -8.412 eV
* SMILES string: CC1=CC(O)(O)C1=O
* total charge: 0

Atoms and positions in Å:
C: -0.68 1.31 1.72
C: -0.12 0.49 0.62
C: 0.02 0.69 -0.73
C: 0.43 -0.67 -1.15
O: -0.47 -1.54 -1.75
O: 1.61 -0.72 -1.85
C: 0.44 -0.84 0.62
O: 0.84 -1.69 1.35
H: -0.84 2.33 1.39
H: 0.00 1.31 2.58
H: -1.64 0.90 2.06
H: 0.04 1.60 -1.31
H: -1.26 -1.63 -1.20
H: 1.63 -1.55 -2.35

# 9
The following is a DFT calculation (ωB97M-V/def2-TZVPD) of a 2-piece molecular cluster, C5H6O3 overall.

* Kohn-Sham gap: 10.073 eV
* energy above the lowest of the compared OMol25 structures with the same formula, charge and spin: 101.0 kcal/mol
* highest occupied orbital energy: -9.272 eV
* SMILES string: C=C1CO1.O=C1CO1
* total charge: 0

Atoms and positions in Å:
C: 1.33 0.74 1.41
C: 1.33 0.05 0.28
C: 1.48 -1.15 -0.48
O: 1.20 0.14 -1.01
H: 1.42 0.16 2.27
H: 1.28 1.88 1.50
H: 2.39 -1.71 -0.71
H: 0.62 -1.86 -0.70
O: -1.63 -0.51 1.28
C: -1.97 0.01 0.29
C: -1.73 0.46 -1.04
O: -2.90 0.75 -0.26
H: -1.11 1.35 -1.06
H: -1.72 -0.32 -1.76

# 10
The following is a DFT calculation (ωB97M-V/def2-TZVPD) of C5H6O3Rb as an isolated structure.

* <S²>: 0.7542
* Kohn-Sham gap (spin up / spin down): 5.025 / 5.033 eV
* energy above the lowest of the compared OMol25 structures with the same formula, charge and spin: 63.1 kcal/mol
* highest occupied orbital energy (spin up / spin down): -6.306 / -6.314 eV
* 2S+1: 2
* total charge: 0

Atoms and positions in Å:
C: 2.34 0.87 -1.62
C: 1.63 -0.25 -0.93
C: 1.03 0.13 0.40
C: 0.03 -0.52 1.00
O: -0.15 -1.09 2.09
Rb: -3.04 -0.85 4.19
H: 3.05 0.66 -2.41
H: 2.10 1.91 -1.40
H: 2.31 -1.11 -0.79
H: 0.86 -0.64 -1.62
H: 1.29 1.08 0.89
O: -3.42 0.01 -1.13
O: -3.56 -0.05 1.10
C: -3.03 0.03 0.00
H: -1.44 -0.18 0.23

# 11
The following is a DFT calculation (ωB97M-V/def2-TZVPD) of one molecule with the formula C5H6O3S3.

* Kohn-Sham gap: 8.537 eV
* energy above the lowest of the compared OMol25 structures with the same formula, charge and spin: 0.0 kcal/mol
* highest occupied orbital energy: -9.374 eV
* SMILES string: CC(=S)[C@]1(O)OC(=O)[C@H](S)S1
* total charge: 0

Atoms and positions in Å:
C: 1.18 -1.01 0.69
C: 1.82 0.26 0.24
S: 3.41 0.53 0.16
C: 0.81 1.43 -0.17
O: 1.59 2.48 -0.66
O: -0.11 1.78 0.74
C: -1.43 1.79 0.48
O: -2.32 2.22 1.16
C: -1.75 1.09 -0.98
S: -2.96 -0.18 -0.61
S: -0.09 0.59 -1.52
H: 1.27 -1.64 -0.17
H: 0.07 -0.86 0.89
H: 1.72 -1.45 1.56
H: 2.39 2.38 -0.36
H: -2.05 1.82 -1.68
H: -3.84 0.07 -1.53

# 12
The following is a DFT calculation (ωB97M-V/def2-TZVPD) of one molecule with the formula C5H6OS.

* Kohn-Sham gap: 9.081 eV
* energy above the lowest of the compared OMol25 structures with the same formula, charge and spin: 84.7 kcal/mol
* highest occupied orbital energy: -8.135 eV
* SMILES string: C1=CS[C@H]2C[C@@H]2O1
* total charge: 0

Atoms and positions in Å:
C: 0.39 -0.09 1.62
C: -0.85 -0.55 1.25
S: -1.48 -0.71 -0.41
C: 0.18 -0.18 -0.96
C: 1.17 0.81 -1.69
C: 0.69 1.00 -0.26
O: 1.41 0.45 0.86
H: 0.84 -0.19 2.66
H: -1.52 -0.80 2.11
H: 0.75 -0.99 -0.42
H: 0.82 1.62 -2.39
H: 2.09 0.41 -2.07
H: -0.07 1.82 0.00